1.
{
  "formula": "C12H12Cl3NO2S",
  "method": "ωB97M-V/def2-TZVPD",
  "gap_ev": 6.42,
  "max_force_ha_per_bohr": 0.0813,
  "charge": 0,
  "elements": ["Cl", "C", "Cl", "C", "O", "C", "C", "C", "C", "C", "N", "C", "Cl", "C", "H", "H", "H", "H", "C", "S", "C", "C", "O", "H", "H", "H", "H", "H", "H", "H", "H"],
  "positions_angstrom": [[0.62, 0.83, -0.71], [-0.09, -1.17, -1.19], [0.36, -1.49, -2.84], [0.85, -2.05, -0.34], [2.01, -1.82, -0.09], [0.15, -3.26, 0.17], [-1.29, -3.30, 0.27], [-1.85, -4.47, 0.81], [-1.02, -5.49, 1.26], [0.39, -5.36, 1.11], [0.92, -4.26, 0.59], [-2.07, -2.23, -0.26], [-3.79, -2.25, -0.10], [-1.46, -1.17, -0.86], [-2.94, -4.51, 0.89], [-1.45, -6.40, 1.73], [1.04, -6.18, 1.44], [-2.05, -0.32, -1.18], [1.46, 5.71, -0.06], [1.33, 3.91, 0.13], [-0.40, 3.84, 0.60], [1.48, 2.85, -1.16], [2.21, 3.48, 1.23], [0.76, 6.04, -0.84], [1.20, 6.17, 0.92], [2.50, 5.96, -0.32], [-0.95, 4.39, -0.16], [-0.69, 2.79, 0.65], [-0.49, 4.31, 1.58], [0.78, 3.04, -1.96], [2.47, 2.41, -1.30]],
  "lowdin_charge": [0.6096, -0.8708, 0.7065, -0.4342, 0.1020, -0.1409, -0.1606, -0.0323, -0.0456, -0.1115, 0.1302, -0.6151, 0.7252, -0.2057, 0.0873, 0.1091, 0.1112, 0.1039, -0.1776, 0.6944, -0.1746, -0.4976, -0.3813, 0.0668, 0.0737, 0.0726, 0.0724, 0.0370, 0.0763, 0.0278, 0.0418]
}

=====

2.
{
  "formula": "C4H11N3",
  "method": "ωB97M-V/def2-TZVPD",
  "smiles": "[H]/N=C(\\N)CN.C=C",
  "de_lowest_kcal_mol": 94.53,
  "gap_ev": 9.55,
  "max_force_ha_per_bohr": 0.1202,
  "charge": 0,
  "elements": ["C", "N", "H", "H", "H", "H", "H", "C", "N", "C", "C", "N", "H", "H", "H", "H", "H", "H"],
  "positions_angstrom": [[0.97, 1.01, 0.80], [1.81, 1.02, -0.39], [2.09, 0.07, -0.62], [2.66, 1.57, -0.24], [0.85, 2.03, 1.18], [1.36, 0.41, 1.63], [0.29, -0.90, 0.48], [-0.63, 0.63, 0.45], [-0.96, 1.02, -0.84], [-0.48, -1.74, 0.18], [-0.53, -2.29, -1.04], [-1.41, 0.85, 1.47], [-1.60, 1.81, -0.85], [-0.13, 1.22, -1.41], [-2.35, 0.54, 1.24], [-0.82, -2.27, 1.06], [-0.25, -1.70, -1.91], [-0.87, -3.31, -1.20]],
  "lowdin_charge": [-0.2168, -0.0227, 0.0710, 0.0728, 0.1056, 0.1006, 0.0626, -0.5540, 0.0857, -0.0954, -0.0455, 0.0721, 0.0972, 0.0694, 0.0404, 0.0647, 0.0449, 0.0474]
}

=====

3.
{
  "formula": "C17H17BeBrN2O7Se",
  "method": "ωB97M-V/def2-TZVPD",
  "de_lowest_kcal_mol": 31.24,
  "gap_ev": [4.74, 3.90],
  "max_force_ha_per_bohr": 0.0352,
  "charge": -2,
  "elements": ["Be", "C", "O", "C", "C", "C", "Br", "C", "C", "C", "O", "C", "N", "C", "C", "C", "C", "C", "C", "N", "H", "H", "H", "H", "H", "H", "H", "H", "H", "H", "H", "O", "Se", "O", "O", "O", "C", "O", "C", "C", "H", "H", "H", "H", "H", "H"],
  "positions_angstrom": [[-0.24, 0.54, 0.05], [2.12, -0.46, -1.08], [1.37, -0.15, 0.07], [1.99, -0.18, 1.30], [3.36, -0.31, 1.49], [3.81, -0.19, 2.83], [5.70, -0.24, 3.11], [3.00, -0.03, 3.90], [1.58, 0.00, 3.74], [1.12, -0.03, 2.37], [-0.21, 0.23, 2.05], [0.73, 0.02, 4.85], [1.11, 0.13, 6.14], [-0.03, 0.08, 6.86], [-0.24, 0.15, 8.24], [-1.54, 0.06, 8.72], [-2.63, -0.09, 7.87], [-2.45, -0.16, 6.49], [-1.17, -0.07, 6.01], [-0.66, -0.07, 4.74], [2.66, -1.40, -0.94], [2.83, 0.34, -1.31], [1.39, -0.57, -1.89], [4.05, -0.43, 0.68], [3.39, 0.07, 4.90], [-0.43, 1.16, 2.25], [0.59, 0.27, 8.92], [-1.71, 0.11, 9.79], [-3.63, -0.15, 8.29], [-3.29, -0.28, 5.82], [-1.16, -0.30, 3.90], [-0.23, -0.94, -2.77], [-1.58, -0.39, -2.11], [-2.81, -1.36, -2.42], [-1.35, -0.33, -0.44], [-1.88, 1.11, -2.60], [-2.26, 3.06, -0.15], [-0.96, 3.36, 0.28], [-0.06, 2.30, 0.30], [1.25, 2.84, 0.82], [-2.85, 2.67, 0.69], [-2.24, 2.32, -0.96], [-2.70, 3.99, -0.50], [1.16, 3.91, 1.04], [2.05, 2.70, 0.10], [1.55, 2.32, 1.74]],
  "lowdin_charge": [0.1333, -0.0363, -0.1076, -0.2282, -0.1006, -0.6893, 0.6377, -0.1112, -0.1129, -0.1844, 0.0164, -0.2780, 0.1300, -0.2679, -0.0564, -0.1601, -0.1559, -0.0558, -0.2149, 0.1496, 0.1066, 0.1043, 0.0539, 0.0797, 0.0906, 0.1212, 0.0890, 0.0783, 0.0772, 0.0956, 0.1423, -0.4996, 0.7437, -0.4986, -0.3719, -0.4896, -0.1209, -0.1981, -0.2047, -0.0991, 0.0822, 0.0415, 0.0771, 0.0674, 0.0633, 0.0612]
}

=====

4.
{
  "formula": "C5H5CuFLiO4",
  "method": "ωB97M-V/def2-TZVPD",
  "de_lowest_kcal_mol": 144.08,
  "gap_ev": [6.51, 7.49],
  "max_force_ha_per_bohr": 0.0893,
  "spin_multiplicity": 2,
  "charge": 1,
  "elements": ["H", "O", "O", "O", "C", "C", "C", "H", "C", "C", "O", "Li", "Cu", "F", "H", "H", "H"],
  "positions_angstrom": [[0.17, -0.92, -1.81], [0.96, -0.31, 0.01], [2.88, -1.19, -0.51], [2.83, 0.74, 0.69], [0.70, -1.31, -0.95], [1.90, -1.99, -1.05], [2.30, -0.16, 0.13], [2.22, -2.76, -1.74], [-2.82, 1.13, -0.92], [-2.38, -0.26, -0.81], [-2.23, -0.45, 0.55], [-3.00, -1.66, 1.59], [-0.75, 0.89, 1.23], [-1.90, 1.98, -0.34], [-3.28, 1.57, -1.81], [-1.54, -1.41, -1.12], [-2.08, -0.35, -1.88]],
  "lowdin_charge": [0.1274, 0.0152, 0.1429, 0.1990, -0.0651, 0.0269, -0.5437, 0.1465, -0.0240, -0.4219, -0.3900, 0.8286, 0.6182, -0.0561, 0.1109, 0.1618, 0.1234]
}

=====

5.
{
  "formula": "C28H26BN8O4ReS2",
  "method": "ωB97M-V/def2-TZVPD",
  "de_lowest_kcal_mol": 0.00,
  "gap_ev": [6.61, 5.60],
  "max_force_ha_per_bohr": 0.0191,
  "spin_multiplicity": 2,
  "charge": 1,
  "elements": ["Re", "O", "C", "O", "C", "C", "C", "N", "C", "C", "C", "C", "C", "C", "C", "N", "C", "C", "C", "C", "C", "N", "H", "H", "H", "H", "H", "H", "H", "H", "H", "H", "C", "N", "C", "C", "N", "B", "N", "C", "C", "N", "C", "C", "S", "C", "S", "H", "H", "H", "H", "H", "H", "H", "H", "H", "H", "H", "H", "O", "C", "C", "C", "C", "O", "N", "H", "H", "H", "H"],
  "positions_angstrom": [[0.18, -0.22, 0.12], [0.32, 6.07, -1.21], [0.20, 5.97, 0.02], [-0.15, 6.75, 0.90], [0.47, 4.52, 0.43], [1.51, 3.81, -0.17], [1.49, 2.43, -0.12], [0.49, 1.79, 0.50], [-0.31, 2.46, 1.35], [-0.35, 3.84, 1.33], [-0.91, 1.55, 2.33], [-1.77, 1.94, 3.35], [-2.17, 1.00, 4.28], [-1.69, -0.30, 4.18], [-0.86, -0.62, 3.13], [-0.48, 0.27, 2.21], [2.50, 1.52, -0.67], [3.68, 1.95, -1.27], [4.58, 1.00, -1.71], [4.29, -0.34, -1.54], [3.10, -0.70, -0.94], [2.22, 0.21, -0.50], [2.24, 4.36, -0.74], [-1.01, 4.42, 1.96], [-2.11, 2.96, 3.40], [-2.84, 1.28, 5.08], [-1.95, -1.05, 4.90], [-0.46, -1.62, 3.01], [3.87, 3.00, -1.39], [5.50, 1.31, -2.19], [4.97, -1.11, -1.87], [2.83, -1.73, -0.81], [-3.05, -3.02, 0.89], [-3.16, -2.55, -0.47], [-3.69, -3.25, -1.52], [-3.66, -2.43, -2.60], [-3.13, -1.23, -2.21], [-3.24, 0.00, -3.18], [-2.40, 1.26, -2.75], [-2.96, 2.50, -2.93], [-1.96, 3.42, -2.96], [-0.79, 2.73, -2.79], [0.51, 3.34, -3.06], [-1.08, 1.42, -2.62], [0.10, 0.17, -2.31], [-2.82, -1.32, -0.93], [-2.17, -0.05, 0.09], [-3.14, -4.10, 0.88], [-3.84, -2.59, 1.51], [-2.08, -2.73, 1.30], [-4.02, -4.27, -1.41], [-3.98, -2.60, -3.61], [-2.88, -0.37, -4.26], [-4.39, 0.36, -3.16], [-4.02, 2.62, -3.05], [-1.96, 4.48, -3.09], [0.59, 4.27, -2.50], [0.57, 3.54, -4.13], [1.30, 2.64, -2.79], [1.31, -1.62, 1.36], [0.94, -2.64, 0.69], [1.28, -4.09, 0.82], [0.59, -4.66, -0.42], [-0.14, -3.49, -1.08], [-0.78, -3.51, -2.09], [0.11, -2.34, -0.30], [0.89, -4.49, 1.76], [2.36, -4.23, 0.85], [-0.12, -5.45, -0.20], [1.30, -5.07, -1.14]],
  "lowdin_charge": [1.2759, -0.0127, -0.6926, 0.0354, -0.0505, 0.0569, -0.2005, -0.0498, -0.1848, 0.1011, -0.2366, 0.0307, -0.0109, -0.0173, -0.1213, -0.0836, -0.2227, 0.0270, -0.0084, -0.0120, -0.0969, -0.0948, 0.1372, 0.1373, 0.1295, 0.1253, 0.1190, 0.1111, 0.1285, 0.1262, 0.1211, 0.1139, -0.0096, -0.1112, -0.0261, -0.0313, 0.0184, -0.3953, -0.0191, -0.0290, 0.0006, -0.0829, 0.0035, -0.6415, 0.7580, -0.6151, 0.7802, 0.1019, 0.1043, 0.0578, 0.1342, 0.1372, 0.0881, 0.0846, 0.1264, 0.1426, 0.0715, 0.1131, 0.0570, -0.0985, -0.5091, -0.0513, -0.0491, -0.4400, 0.1240, -0.0051, 0.1343, 0.1345, 0.1289, 0.1327]
}

=====

6.
{
  "formula": "C23H22ClHoNPS",
  "method": "ωB97M-V/def2-TZVPD",
  "gap_ev": [4.13, 4.33],
  "max_force_ha_per_bohr": 0.1780,
  "spin_multiplicity": 5,
  "charge": 2,
  "elements": ["Ho", "Cl", "P", "C", "C", "C", "C", "C", "C", "C", "C", "C", "C", "C", "C", "C", "C", "C", "C", "C", "C", "H", "H", "H", "H", "H", "H", "H", "H", "H", "H", "H", "H", "H", "H", "H", "H", "H", "S", "C", "N", "C", "C", "C", "C", "H", "H", "H", "H", "H"],
  "positions_angstrom": [[0.34, -0.04, 1.90], [2.92, -0.68, 1.69], [0.11, -0.20, -0.89], [-0.55, 1.36, -1.66], [-1.78, 1.38, -2.36], [-2.24, 2.58, -2.91], [-1.52, 3.76, -2.66], [-0.37, 3.77, -1.86], [0.10, 2.58, -1.32], [1.76, -0.40, -1.71], [2.47, -1.58, -1.41], [3.75, -1.76, -1.92], [4.34, -0.75, -2.70], [3.67, 0.46, -2.93], [2.38, 0.64, -2.40], [-0.85, -1.56, -1.69], [-1.44, -2.55, -0.84], [-2.24, -3.53, -1.42], [-2.43, -3.54, -2.80], [-1.83, -2.60, -3.65], [-1.03, -1.59, -3.08], [2.04, -2.33, -0.75], [4.29, -2.69, -1.72], [5.33, -0.90, -3.14], [4.11, 1.26, -3.54], [1.87, 1.59, -2.58], [-2.32, 0.44, -2.53], [-3.14, 2.55, -3.52], [-1.89, 4.68, -3.09], [0.18, 4.70, -1.69], [1.00, 2.56, -0.70], [-1.29, -2.48, 0.24], [-2.72, -4.28, -0.77], [-3.04, -4.31, -3.25], [-1.97, -2.59, -4.73], [-0.57, -0.81, -3.69], [-1.29, 0.76, 1.41], [-1.42, -0.40, 1.50], [-0.17, -1.87, 3.91], [-0.20, -0.41, 4.81], [-1.36, -0.31, 5.58], [-1.54, 0.65, 6.53], [-0.58, 1.58, 6.76], [0.60, 1.55, 5.97], [0.75, 0.58, 4.99], [-2.05, -1.01, 5.41], [-2.51, 0.56, 7.08], [-0.74, 2.37, 7.56], [1.38, 2.32, 6.18], [1.70, 0.51, 4.39]],
  "lowdin_charge": [0.9592, -0.1282, 0.9572, -0.3574, -0.0751, -0.0341, -0.0383, -0.0565, -0.1330, -0.3805, -0.1563, -0.0619, -0.0425, -0.0463, -0.0837, -0.3730, -0.0985, -0.0620, -0.0457, -0.0278, -0.0912, 0.0942, 0.1208, 0.1174, 0.1176, 0.0921, 0.1071, 0.1232, 0.1174, 0.1208, 0.1067, 0.0685, 0.1197, 0.1160, 0.1210, 0.1258, 0.0837, 0.0604, 0.6656, -0.7786, 0.0708, -0.0075, -0.0129, 0.0221, -0.1178, 0.1287, 0.1705, 0.1597, 0.1544, 0.1082]
}

=====

7.
{
  "formula": "C4H12",
  "method": "ωB97M-V/def2-TZVPD",
  "smiles": "CC.CC",
  "de_lowest_kcal_mol": 4.60,
  "gap_ev": 12.75,
  "max_force_ha_per_bohr": 0.0366,
  "charge": 0,
  "elements": ["C", "C", "H", "H", "H", "H", "H", "H", "C", "C", "H", "H", "H", "H", "H", "H"],
  "positions_angstrom": [[2.19, -1.54, 0.60], [1.95, -0.06, 0.28], [1.28, -2.05, 0.94], [2.54, -2.12, -0.26], [2.92, -1.65, 1.41], [2.90, 0.36, -0.02], [1.53, 0.46, 1.13], [1.29, -0.01, -0.59], [-1.76, 0.10, -0.40], [-2.38, 1.50, -0.47], [-2.58, -0.61, -0.28], [-1.01, 0.00, -1.18], [-1.18, 0.02, 0.52], [-1.66, 2.30, -0.67], [-2.95, 1.73, 0.42], [-3.08, 1.53, -1.31]],
  "lowdin_charge": [-0.1725, -0.1672, 0.0582, 0.0615, 0.0567, 0.0580, 0.0618, 0.0421, -0.1711, -0.1754, 0.0649, 0.0530, 0.0525, 0.0617, 0.0572, 0.0586]
}